[1]
This record from the OMol25 dataset describes a 3-piece molecular cluster, CH7NO2 overall at a distorted geometry. The level of theory is ωB97M-V with the def2-TZVPD basis set.

Each atom is followed by the atoms it is bonded to, with distances in Å.
CARTESIAN COORDINATES (ANGSTROEM)
1 C 2.70 0.69 0.35  N2 1.267, H3 1.075, H4 1.095
2 N 1.73 0.66 -0.47  C1 1.267, H5 1.017
3 H 3.58 1.22 0.06  C1 1.075
4 H 2.74 0.03 1.22  C1 1.095
5 H 0.95 0.09 -0.15  N2 1.017
6 O -1.92 -3.37 0.60  H7 0.965, H8 0.964
7 H -1.36 -3.19 1.36  O6 0.965
8 H -1.31 -3.60 -0.11  O6 0.964
9 O -2.03 2.32 -1.07  H10 0.964, H11 0.962
10 H -2.37 2.45 -0.17  O9 0.964
11 H -2.71 2.70 -1.63  O9 0.962

Output
HOMO-LUMO gap (eV): 10.7
E (eV): -6734.488
E_HOMO (hartree): -0.36810
ΔE to the lowest compared entry with this formula, charge and spin (kcal per mole): 19.7
Strongest force on any atom (hartree/bohr): 0.0282
Total charge: 0
Structure (SMILES): C=N.O.O

Formally, the Löwdin partial charges of the atoms, in units of the elementary charge, are as follows: -0.148, 0.017, 0.046, 0.059, 0.030, -0.064, 0.032, 0.032, -0.064, 0.031, 0.030

---

[2]
This record from the OMol25 dataset describes one molecule with the formula C2H3N2OP at a distorted geometry. The level of theory is ωB97M-V with the def2-TZVPD basis set.

Each atom is followed by the atoms it is bonded to, with distances in Å.
CARTESIAN COORDINATES (ANGSTROEM)
1 O -0.05 1.72 0.07  C2 1.755, H7 0.949
2 C 0.09 0.00 -0.27  O1 1.755, C3 1.638, N6 1.619, H8 1.065
3 C -0.40 -0.77 1.09  C2 1.638, N4 1.267, H9 1.038
4 N -1.65 -0.98 1.01  C3 1.267, P5 1.794
5 P -2.50 -0.21 -0.37  N4 1.794, N6 1.665
6 N -1.14 -0.11 -1.32  C2 1.619, P5 1.665
7 H -0.45 1.64 -0.79  O1 0.949
8 H 1.07 0.11 -0.68  C2 1.065
9 H 0.20 -1.30 1.76  C3 1.038

Output
HOMO-LUMO gap (eV): 8.5
E (eV): -16434.995
E_HOMO (hartree): -0.37248
ΔE to the lowest compared entry with this formula, charge and spin (kcal per mole): 79.6
Strongest force on any atom (hartree/bohr): 0.1088
Total charge: 0
Structure (SMILES): O[C@H]1C=NP=N1

Formally, the Löwdin partial charges of the atoms, in units of the elementary charge, are as follows: -0.159, -0.184, -0.170, -0.224, 0.919, -0.309, -0.040, 0.090, 0.076

---

[3]
This record from the OMol25 dataset describes a 6-piece molecular cluster, C27H64BrN7O3 overall at a distorted geometry. The level of theory is ωB97M-V with the def2-TZVPD basis set.

Each atom is followed by the atoms it is bonded to, with distances in Å.
CARTESIAN COORDINATES (ANGSTROEM)
1 C -1.83 -1.64 4.85  C2 1.558, H9 1.090, H10 1.090, H11 1.090
2 C -3.37 -1.39 4.88  C1 1.558, N3 1.447, H12 1.090, H13 1.090
3 N -3.97 -0.69 3.76  C2 1.447, C4 1.404, C7 1.387
4 C -5.11 0.12 3.73  N3 1.404, C5 1.444, H14 1.080
5 C -5.33 0.48 2.35  C4 1.444, N6 1.397, H15 1.080
6 N -4.24 0.08 1.57  C5 1.397, C7 1.420, C8 1.387
7 C -3.39 -0.57 2.51  N3 1.387, N6 1.420, H16 1.080
8 C -3.95 0.31 0.23  N6 1.387, H17 1.090, H18 1.090, H19 1.090
9 H -1.26 -0.76 4.57  C1 1.090
10 H -1.51 -2.29 4.03  C1 1.090
11 H -1.42 -1.87 5.83  C1 1.090
12 H -3.70 -0.76 5.70  C2 1.090
13 H -3.97 -2.29 5.01  C2 1.090
14 H -5.71 0.16 4.63  C4 1.080
15 H -6.21 0.92 1.91  C5 1.080
16 H -2.51 -1.13 2.25  C7 1.080
17 H -4.59 1.04 -0.27  C8 1.090
18 H -4.09 -0.57 -0.39  C8 1.090
19 H -2.99 0.80 0.07  C8 1.090
20 C -2.37 4.01 -1.87  C21 1.594, H28 1.090, H29 1.090, H30 1.090
21 C -1.16 3.26 -2.60  C20 1.594, N22 1.488, H31 1.090, H32 1.090
22 N 0.07 3.40 -1.77  C21 1.488, C23 1.379, C26 1.368
23 C 0.80 4.49 -1.33  N22 1.379, C24 1.430, H33 1.080
24 C 1.99 4.15 -0.61  C23 1.430, N25 1.401, H34 1.080
25 N 1.92 2.75 -0.66  C24 1.401, C26 1.370, C27 1.372
26 C 0.79 2.33 -1.32  N22 1.368, N25 1.370, H35 1.080
27 C 2.72 1.90 0.05  N25 1.372, H36 1.090, H37 1.090, H38 1.090
28 H -3.17 4.30 -2.55  C20 1.090
29 H -2.03 4.98 -1.50  C20 1.090
30 H -2.73 3.50 -0.98  C20 1.090
31 H -1.00 3.64 -3.60  C21 1.090
32 H -1.28 2.20 -2.83  C21 1.090
33 H 0.23 5.38 -1.55  C23 1.080
34 H 2.70 4.75 -0.07  C24 1.080
35 H 0.50 1.30 -1.48  C26 1.080
36 H 2.87 1.02 -0.58  C27 1.090
37 H 2.19 1.75 0.99  C27 1.090
38 H 3.69 2.34 0.29  C27 1.090
39 C 1.47 2.39 5.59  N40 1.563, H46 1.090, H47 1.090, H48 1.090
40 N 2.65 1.39 5.81  C39 1.563, C41 1.513, C42 1.502, C43 1.575
41 C 3.86 2.07 6.40  N40 1.513, H49 1.090, H50 1.090, H51 1.090
42 C 2.07 0.43 6.81  N40 1.502, H52 1.090, H53 1.090, H54 1.090
43 C 3.09 0.61 4.52  N40 1.575, C44 1.545, H55 1.090, H56 1.090
44 C 2.05 -0.26 3.77  C43 1.545, O45 1.415, H57 1.090, H58 1.090
45 O 1.22 0.59 3.01  C44 1.415, H59 0.960
46 H 0.92 2.49 6.53  C39 1.090
47 H 0.78 1.86 4.94  C39 1.090
48 H 1.89 3.33 5.22  C39 1.090
49 H 4.21 2.85 5.72  C41 1.090
50 H 4.61 1.29 6.49  C41 1.090
51 H 3.77 2.42 7.43  C41 1.090
52 H 1.10 0.07 6.46  C42 1.090
53 H 1.81 1.04 7.68  C42 1.090
54 H 2.78 -0.36 7.05  C42 1.090
55 H 3.95 -0.03 4.72  C43 1.090
56 H 3.34 1.51 3.95  C43 1.090
57 H 1.53 -0.78 4.57  C44 1.090
58 H 2.48 -1.00 3.10  C44 1.090
59 H 0.79 0.10 2.30  O45 0.960
60 C 4.36 -2.71 -2.77  N61 1.538, H67 1.090, H68 1.090, H69 1.090
61 N 3.30 -1.60 -2.88  C60 1.538, C62 1.498, C63 1.539, C64 1.559
62 C 2.34 -1.99 -1.80  N61 1.498, H70 1.090, H71 1.090, H72 1.090
63 C 3.98 -0.27 -2.53  N61 1.539, H73 1.090, H74 1.090, H75 1.090
64 C 2.62 -1.57 -4.28  N61 1.559, C65 1.584, H76 1.090, H77 1.090
65 C 2.10 -0.13 -4.71  C64 1.584, O66 1.435, H78 1.090, H79 1.090
66 O 1.18 0.43 -3.75  C65 1.435, H80 0.960
67 H 3.81 -3.64 -2.93  C60 1.090
68 H 4.74 -2.79 -1.76  C60 1.090
69 H 5.12 -2.46 -3.51  C60 1.090
70 H 2.93 -2.14 -0.90  C62 1.090
71 H 1.90 -2.95 -2.08  C62 1.090
72 H 1.65 -1.15 -1.73  C62 1.090
73 H 3.31 0.59 -2.46  C63 1.090
74 H 4.78 -0.02 -3.24  C63 1.090
75 H 4.50 -0.42 -1.58  C63 1.090
76 H 1.78 -2.26 -4.38  C64 1.090
77 H 3.32 -1.97 -5.02  C64 1.090
78 H 1.68 -0.13 -5.71  C65 1.090
79 H 2.86 0.63 -4.84  C65 1.090
80 H 0.42 0.69 -4.27  O66 0.960
81 C -3.48 -2.98 -2.47  N82 1.573, H88 1.090, H89 1.090, H90 1.090
82 N -2.28 -2.72 -3.46  C81 1.573, C83 1.549, C84 1.571, C85 1.536
83 C -0.97 -3.35 -2.92  N82 1.549, H91 1.090, H92 1.090, H93 1.090
84 C -2.58 -3.54 -4.76  N82 1.571, H94 1.090, H95 1.090, H96 1.090
85 C -2.06 -1.21 -3.62  N82 1.536, C86 1.539, H97 1.090, H98 1.090
86 C -2.95 -0.54 -4.67  C85 1.539, O87 1.358, H99 1.090, H100 1.090
87 O -3.03 0.78 -4.34  C86 1.358, H101 0.960
88 H -3.38 -4.07 -2.45  C81 1.090
89 H -4.38 -2.63 -2.98  C81 1.090
90 H -3.17 -2.39 -1.62  C81 1.090
91 H -0.21 -3.38 -3.71  C83 1.090
92 H -1.07 -4.41 -2.69  C83 1.090
93 H -0.63 -2.82 -2.04  C83 1.090
94 H -3.43 -2.99 -5.17  C84 1.090
95 H -2.91 -4.54 -4.49  C84 1.090
96 H -1.78 -3.58 -5.51  C84 1.090
97 H -0.98 -1.19 -3.75  C85 1.090
98 H -2.02 -0.74 -2.64  C85 1.090
99 H -4.00 -0.85 -4.62  C86 1.090
100 H -2.67 -0.65 -5.72  C86 1.090
101 H -2.30 1.20 -4.82  O87 0.960
102 Br -0.34 -0.90 0.25  no bonds

Output
HOMO-LUMO gap (alpha / beta) (eV): 2.1 / 5.9
E (eV): -115622.068
E_HOMO (alpha / beta) (hartree): -0.32241 / -0.46301
Multiplicity: 2
Strongest force on any atom (hartree/bohr): 0.1007
Total charge: +3

These are the Löwdin partial charges, in e, on atoms 1 to 99: -0.074, -0.180, -0.151, -0.028, -0.042, -0.168, -0.126, -0.122, 0.044, 0.067, 0.069, 0.115, 0.118, 0.107, 0.101, 0.022, 0.088, 0.063, 0.039, -0.020, -0.117, -0.034, 0.010, 0.070, -0.127, -0.016, -0.031, 0.086, 0.067, 0.074, 0.125, 0.089, 0.130, 0.138, 0.071, 0.069, 0.100, 0.119, 0.056, -0.331, 0.013, -0.008, -0.057, -0.213, -0.130, 0.107, 0.092, 0.111, 0.110, 0.106, 0.120, 0.100, 0.109, 0.123, 0.137, 0.126, 0.104, 0.133, -0.068, 0.028, -0.316, -0.053, 0.017, -0.028, -0.183, -0.092, 0.114, 0.112, 0.117, 0.107, 0.101, 0.013, 0.078, 0.120, 0.110, 0.113, 0.137, 0.135, 0.120, 0.077, 0.081, -0.308, -0.013, 0.039, -0.088, -0.260, -0.025, 0.104, 0.111, 0.087, 0.081, 0.112, 0.035, 0.092, 0.111, 0.110, 0.098, 0.110, 0.133